Here is 2 unconnected molecules or ions with the total composition CBrFN2O2 in a non-equilibrium geometry from the OMol25 dataset. Energies are from the ωB97M-V functional and the def2-TZVPD basis.

The largest force on an atom is 4.0 eV/Å. The LUMO energy (alpha / beta) comes out at -0.077 / -0.047 Ha. The energy is -80863.893 eV. As for the HOMO-LUMO gap (alpha / beta): 7.81 / 8.73 eV. The value obtained for the energy above the lowest of the compared OMol25 structures with the same formula, charge and spin is 265.3 kJ/mol.

Each line ends with the Mulliken charge.
Atoms and positions in Å:
C: 0.67 -0.06 0.49  0.343
N: -0.18 0.41 1.24  -0.170
N: -0.68 -0.43 -1.45  0.771
O: -1.77 -0.12 -1.28  -0.371
O: 0.07 -0.92 -2.18  -0.366
F: 0.27 1.09 2.48  -0.210
Br: 2.55 -0.38 0.38  0.003